Entry 1:
A single C15H14ClNOS2 molecule. Source: OMol25; level of theory: the ωB97M-V functional and the def2-TZVPD basis.

Properties
LUMO energy ... 0.53 eV
Maximum force ... 0.012 hartree/bohr

The geometry in ORCA input format:
```
! wB97M-V def2-TZVPD RIJCOSX def2/J DEFGRID3
* xyz 0 1
C -5.294 -2.577 0.582
S -3.922 -1.769 1.452
C -3.151 -0.777 0.209
C -3.573 -0.710 -1.112
C -2.891 0.104 -1.999
C -1.800 0.853 -1.602
C -1.377 0.784 -0.277
N -0.286 1.509 0.212
C 0.558 2.329 -0.453
O 0.513 2.607 -1.630
C 1.627 2.951 0.447
S 2.215 1.892 1.803
C 3.079 0.580 0.986
C 3.113 0.412 -0.390
C 3.819 -0.646 -0.935
C 4.484 -1.534 -0.106
Cl 5.363 -2.854 -0.793
C 4.450 -1.375 1.272
C 3.748 -0.318 1.814
C -2.054 -0.031 0.621
H -5.791 -3.190 1.327
H -5.984 -1.830 0.201
H -4.910 -3.206 -0.216
H -4.421 -1.278 -1.458
H -3.222 0.155 -3.026
H -1.279 1.483 -2.301
H -0.083 1.363 1.196
H 2.472 3.281 -0.157
H 1.198 3.822 0.947
H 2.600 1.087 -1.055
H 3.847 -0.778 -2.005
H 4.970 -2.070 1.912
H 3.714 -0.177 2.883
H -1.734 -0.093 1.652
*
```

Mulliken atomic charge list, values in e, 8 entries: -0.928 -0.047 0.761 -0.211 -0.934 -0.538 0.479 0.016

***

Entry 2:
A 3-piece molecular cluster, C4H18N2O2 overall in a non-equilibrium geometry. Source: OMol25; level of theory: the ωB97M-V functional and the def2-TZVPD basis.

Properties
LUMO energy ... -6.58 eV
Maximum force ... 0.020 hartree/bohr

The geometry in ORCA input format:
```
! wB97M-V def2-TZVPD RIJCOSX def2/J DEFGRID3
* xyz 2 1
C 1.179 1.709 -1.777
C 0.395 0.901 -0.758
C 0.881 -0.505 -0.372
C 1.432 -0.634 1.047
N 0.542 -1.429 1.973
N -1.087 0.875 -1.196
H 2.065 2.084 -1.260
H 1.416 1.172 -2.692
H 0.662 2.629 -2.060
H 0.367 1.519 0.135
H 1.656 -0.824 -1.070
H 0.131 -1.260 -0.634
H 2.408 -1.103 1.077
H 1.586 0.327 1.499
H 0.886 -1.390 2.934
H -0.405 -1.104 1.917
H 0.462 -2.402 1.643
H -1.685 1.319 -0.486
H -1.479 -0.067 -1.317
H -1.271 1.348 -2.085
H -3.208 2.977 1.089
H -1.732 2.614 1.135
O -2.578 2.311 0.785
H -1.516 -3.949 0.566
H -0.292 -3.773 -0.388
O -0.816 -3.344 0.295
*
```

Mulliken atomic charge list, values in e, 8 entries: -1.614 0.345 -0.686 -0.915 -0.225 -0.182 0.392 0.403

***

Entry 3:
A 3-piece molecular cluster, C3H13NO2 overall in a non-equilibrium geometry. Source: OMol25; level of theory: the ωB97M-V functional and the def2-TZVPD basis.

Properties
LUMO energy (spin up / spin down) ... 3.39 / 3.46 eV
Maximum force ... 0.118 hartree/bohr

The geometry in ORCA input format:
```
! wB97M-V def2-TZVPD RIJCOSX def2/J DEFGRID3
* xyz -1 2
C 1.074 0.011 -0.262
N 0.119 1.153 0.051
C -0.318 1.952 -0.989
C -0.549 0.648 1.317
H 1.713 0.369 -1.084
H 1.784 -0.184 0.558
H 0.494 -0.926 -0.434
H -0.745 1.525 -1.920
H 0.458 2.576 -1.182
H -1.128 2.511 -0.532
H -1.574 1.149 1.601
H -0.781 -0.461 1.149
H 0.095 0.780 2.080
H 1.604 -3.786 2.779
H 2.330 -2.508 3.211
O 2.233 -3.084 2.491
H -2.899 -0.588 -2.611
H -1.655 -0.163 -3.137
O -2.255 -0.975 -3.085
*
```

Mulliken atomic charge list, values in e, 8 entries: -1.588 1.073 -1.329 -2.051 0.287 0.355 0.500 0.280

***

Entry 4:
A single C23H23FN2O5S molecule. Source: OMol25; level of theory: the ωB97M-V functional and the def2-TZVPD basis.

Properties
LUMO energy ... 0.44 eV
Maximum force ... 0.019 hartree/bohr

The geometry in ORCA input format:
```
! wB97M-V def2-TZVPD RIJCOSX def2/J DEFGRID3
* xyz 0 1
C 1.263 1.620 -3.472
O 0.691 2.003 -2.240
C -0.639 1.777 -2.032
C -1.474 1.086 -2.892
C -2.818 0.910 -2.583
C -3.357 1.447 -1.429
C -4.804 1.230 -1.074
C -4.976 0.679 0.355
N -3.962 -0.301 0.662
C -3.005 -0.087 1.594
O -3.064 0.801 2.424
C -1.840 -1.016 1.486
C -1.358 -1.733 2.573
C -0.233 -2.527 2.421
C 0.450 -2.569 1.218
C 0.000 -1.804 0.145
N 0.712 -1.774 -1.049
S 2.395 -1.769 -1.038
O 2.752 -1.140 -2.275
O 2.873 -3.085 -0.776
C 2.762 -0.647 0.318
C 2.442 0.686 0.132
C 2.652 1.605 1.144
C 3.183 1.189 2.355
C 3.513 -0.140 2.551
C 3.299 -1.050 1.527
F 3.624 -2.332 1.742
C -1.163 -1.056 0.275
C -2.520 2.151 -0.564
C -1.170 2.296 -0.828
O -0.281 2.904 0.003
C -0.751 3.346 1.257
H 1.368 0.533 -3.552
H 2.258 2.063 -3.479
H 0.689 2.007 -4.319
H -1.087 0.663 -3.805
H -3.442 0.350 -3.265
H -5.356 2.169 -1.151
H -5.241 0.528 -1.788
H -4.868 1.470 1.100
H -5.971 0.236 0.462
H -3.816 -1.037 -0.012
H -1.873 -1.674 3.519
H 0.127 -3.113 3.253
H 1.325 -3.186 1.094
H 0.343 -1.137 -1.739
H 2.031 1.003 -0.812
H 2.392 2.637 0.979
H 3.345 1.900 3.151
H 3.932 -0.488 3.482
H -1.515 -0.475 -0.565
H -2.936 2.569 0.337
H 0.127 3.707 1.791
H -1.214 2.534 1.826
H -1.466 4.168 1.148
*
```

Mulliken atomic charge list, values in e, 8 entries: -1.043 -0.511 0.778 -0.208 -1.091 0.294 -1.012 -0.858